1) Molecular formula: C6H16
Method: DFT, ωB97M-V/def2-TZVPD

Atoms and positions in Å:
C1 0.86801 0.87792 -0.65883
C2 1.97337 -0.00446 -1.23497
C3 1.28972 1.67817 0.56031
C4 0.38705 1.83205 -1.76949
H1 -0.00582 0.29076 -0.38591
H2 2.53881 0.43470 -2.05045
H3 1.56730 -0.95460 -1.57996
H4 1.98064 2.49610 0.35128
H5 0.40369 2.19289 0.95294
H6 1.73903 1.10687 1.37351
H7 0.08891 1.29071 -2.66826
H8 -0.46474 2.42600 -1.42599
H9 1.17223 2.53407 -2.05860
H10 2.69128 -0.28503 -0.45561
C5 -1.67832 -1.70277 0.77546
C6 -2.37025 -2.28601 1.99571
H11 -2.19691 -1.95617 -0.14882
H12 -1.61486 -0.61621 0.85175
H13 -0.64939 -2.04250 0.62875
H14 -3.44372 -2.37293 1.81953
H15 -2.02045 -3.28463 2.25171
H16 -2.25558 -1.65494 2.87594

The gap between HOMO and LUMO is 12.2 eV. Its HOMO energy is -11.20 eV. The calculation puts the LUMO energy at 0.97 eV.

For each atom in turn, the Löwdin charge in e is: atom 1 (C): -0.482, atom 2 (C): -0.085, atom 3 (C): -0.097, atom 4 (C): -0.096, atom 5 (H): 0.090, atom 6 (H): 0.071, atom 7 (H): 0.071, atom 8 (H): 0.076, atom 9 (H): 0.076, atom 10 (H): 0.073, atom 11 (H): 0.075, atom 12 (H): 0.073, atom 13 (H): 0.076, atom 14 (H): 0.071, atom 15 (C): -0.180, atom 16 (C): -0.170, atom 17 (H): 0.064, atom 18 (H): 0.050, atom 19 (H): 0.062, atom 20 (H): 0.061, atom 21 (H): 0.060, atom 22 (H): 0.061

2) Molecular formula: C6H16
Method: DFT, ωB97M-V/def2-TZVPD

Atoms and positions in Å:
C1 -0.61420 0.21427 1.91098
C2 -1.93629 0.68895 1.31110
C3 0.48636 1.29832 1.88782
H1 -0.74889 -0.20488 2.90145
H2 -0.22913 -0.56956 1.26642
H3 -1.82515 0.79136 0.23323
H4 -0.00452 2.27036 2.00710
H5 1.19070 1.16857 2.69917
H6 0.94556 1.37088 0.90412
H7 -2.71099 -0.04619 1.53295
H8 -2.26636 1.63190 1.75000
C4 0.27705 -0.93925 -2.03903
C5 0.86579 0.46606 -2.10036
C6 0.89758 -1.82027 -0.94277
H9 -0.80015 -0.90484 -1.84549
H10 0.40260 -1.44438 -2.99606
H11 0.68027 1.01670 -1.18114
H12 1.97846 -1.84624 -1.09966
H13 0.58755 -1.64986 0.07578
H14 0.43324 0.98641 -2.95680
H15 1.94446 0.41828 -2.26039
H16 0.65526 -2.86794 -1.16849

The gap between HOMO and LUMO is 12.4 eV. Its HOMO energy is -11.26 eV. The calculation puts the LUMO energy at 1.18 eV.

For each atom in turn, the Löwdin charge in e is: atom 1 (C): -0.306, atom 2 (C): -0.116, atom 3 (C): -0.103, atom 4 (H): 0.096, atom 5 (H): 0.050, atom 6 (H): 0.063, atom 7 (H): 0.066, atom 8 (H): 0.064, atom 9 (H): 0.046, atom 10 (H): 0.067, atom 11 (H): 0.068, atom 12 (C): -0.313, atom 13 (C): -0.116, atom 14 (C): -0.115, atom 15 (H): 0.094, atom 16 (H): 0.096, atom 17 (H): 0.043, atom 18 (H): 0.072, atom 19 (H): 0.035, atom 20 (H): 0.069, atom 21 (H): 0.072, atom 22 (H): 0.069

3) Molecular formula: C6H16
Method: DFT, ωB97M-V/def2-TZVPD

Atoms and positions in Å:
C1 -0.57002 -1.21987 -0.31649
C2 0.36527 -1.88141 -1.29304
C3 -1.67694 -2.31285 0.12754
C4 0.19864 -0.63642 0.94111
H1 -1.10534 -0.26440 -0.72659
H2 0.17561 -2.96991 -1.12005
H3 -1.12984 -3.13501 0.67657
H4 -2.54133 -1.82187 0.64431
H5 -2.13532 -2.62894 -0.82466
H6 1.15292 -1.22603 1.15301
H7 0.49519 0.27784 0.57523
H8 1.46828 -1.79338 -1.19361
H9 0.05857 -1.69345 -2.37443
H10 -0.21946 -0.59977 2.00542
C5 1.49855 2.82458 -0.08050
C6 0.07690 2.99352 0.56862
H11 2.10455 2.17682 0.62873
H12 1.32780 2.18484 -0.97918
H13 2.05853 3.74070 -0.43898
H14 -0.71686 3.42931 -0.06141
H15 -0.51287 2.08588 0.96203
H16 0.16518 3.63211 1.39016

The gap between HOMO and LUMO is 11.9 eV. Its HOMO energy is -10.80 eV. The calculation puts the LUMO energy at 1.09 eV.

For each atom in turn, the Löwdin charge in e is: atom 1 (C): -0.461, atom 2 (C): -0.125, atom 3 (C): -0.096, atom 4 (C): -0.103, atom 5 (H): 0.142, atom 6 (H): 0.070, atom 7 (H): 0.090, atom 8 (H): 0.073, atom 9 (H): 0.062, atom 10 (H): 0.087, atom 11 (H): -0.021, atom 12 (H): 0.078, atom 13 (H): 0.094, atom 14 (H): 0.098, atom 15 (C): -0.162, atom 16 (C): -0.180, atom 17 (H): 0.072, atom 18 (H): 0.053, atom 19 (H): 0.075, atom 20 (H): 0.059, atom 21 (H): 0.074, atom 22 (H): 0.022

Preferred: 1); penalty for the next structure: 0.0054 hartree.

1) Molecular formula: C5H6N4
Method: DFT, ωB97M-V/def2-TZVPD

Atoms and positions in Å:
C1 -0.76153 -1.13165 -0.06682
C2 0.63309 -0.80598 -0.44197
C3 2.65384 -0.28096 -0.00360
C4 0.66395 0.64238 -0.33448
C5 -0.55659 1.08636 -0.14261
H1 -3.07016 -1.02984 -0.68628
H2 -3.00771 0.08163 1.11282
H3 -1.43176 -2.02764 0.05834
H4 3.80562 -0.33693 0.40435
H5 2.36254 1.92749 0.36504
H6 -0.95695 2.03515 0.32473
N1 -2.80865 0.01057 -0.19420
N2 -1.35352 0.10693 -0.06935
N3 1.87583 -1.32858 -0.03787
N4 1.95201 1.05107 -0.28811

The gap between HOMO and LUMO is 8.2 eV. Its HOMO energy is -7.77 eV. The calculation puts the LUMO energy at 0.45 eV.

For each atom in turn, the Löwdin charge in e is: atom 1 (C): -0.018, atom 2 (C): -0.191, atom 3 (C): -0.163, atom 4 (C): -0.329, atom 5 (C): -0.140, atom 6 (H): 0.150, atom 7 (H): 0.216, atom 8 (H): 0.112, atom 9 (H): 0.152, atom 10 (H): 0.216, atom 11 (H): 0.153, atom 12 (N): 0.017, atom 13 (N): -0.296, atom 14 (N): 0.067, atom 15 (N): 0.055

2) Molecular formula: C5H6N4
Method: DFT, ωB97M-V/def2-TZVPD

Atoms and positions in Å:
C1 3.78869 -0.18652 -0.17956
C2 4.76792 -1.00513 -0.26609
C3 -3.42102 1.12102 0.02468
C4 -2.17905 1.12304 -0.51093
C5 -0.96168 1.06406 0.29554
N1 1.17803 1.99305 0.26981
N2 3.04641 0.77740 -0.05527
N3 2.40638 1.79983 0.17562
N4 0.16491 1.50400 -0.20251
H1 4.67647 -2.06368 -0.50244
H2 5.86628 -0.66531 -0.23230
H3 -4.32146 1.29775 -0.54457
H4 -3.85869 1.16110 1.08122
H5 -2.09541 1.15174 -1.58750
H6 -0.90457 0.87504 1.35490

The gap between HOMO and LUMO is 7.8 eV. Its HOMO energy is -7.81 eV. The calculation puts the LUMO energy at -0.02 eV.

For each atom in turn, the Löwdin charge in e is: atom 1 (C): -0.140, atom 2 (C): -0.035, atom 3 (C): -0.007, atom 4 (C): -0.164, atom 5 (C): -0.129, atom 6 (N): -0.045, atom 7 (N): 0.060, atom 8 (N): -0.009, atom 9 (N): 0.008, atom 10 (H): 0.045, atom 11 (H): 0.090, atom 12 (H): 0.037, atom 13 (H): 0.083, atom 14 (H): 0.097, atom 15 (H): 0.110

Preferred: 1); penalty for the next structure: 0.0615 hartree.

1) Molecular formula: CHNO3
Method: DFT, ωB97M-V/def2-TZVPD

Atoms and positions in Å:
C1 -0.34483 0.61182 0.04925
N1 0.37824 -0.64846 0.03999
O1 -1.50444 0.63952 0.36061
O2 0.28715 -0.98499 -1.17608
O3 0.87841 -0.99388 1.15065
H1 0.30548 1.37600 -0.42442

The gap between HOMO and LUMO is 10.0 eV. Its HOMO energy is -11.20 eV. The calculation puts the LUMO energy at -1.18 eV.

For each atom in turn, the Löwdin charge in e is: atom 1 (C): -0.195, atom 2 (N): -0.313, atom 3 (O): 0.139, atom 4 (O): 0.100, atom 5 (O): 0.108, atom 6 (H): 0.160

2) Molecular formula: CHNO3
Method: DFT, ωB97M-V/def2-TZVPD

Atoms and positions in Å:
C1 1.51681 -0.39218 -0.00318
N1 -1.22470 0.20575 0.22644
O1 1.26108 -1.50790 -0.00982
O2 1.80091 0.71622 0.01305
O3 -1.47347 0.09896 -0.94551
H1 -1.88063 0.87915 0.71901

The gap between HOMO and LUMO is 9.3 eV. Its HOMO energy is -9.92 eV. The calculation puts the LUMO energy at -0.62 eV.

For each atom in turn, the Löwdin charge in e is: atom 1 (C): -0.491, atom 2 (N): 0.028, atom 3 (O): 0.205, atom 4 (O): 0.202, atom 5 (O): -0.027, atom 6 (H): 0.083

3) Molecular formula: CHNO3
Method: DFT, ωB97M-V/def2-TZVPD

Atoms and positions in Å:
C1 0.33178 -0.51270 1.41893
N1 -0.38841 0.87288 -1.74053
O1 1.37873 -0.63306 1.82092
O2 -0.69047 -0.51063 0.92834
O3 -0.04005 -0.27305 -1.81941
H1 -0.59158 1.05655 -0.60825

The gap between HOMO and LUMO is 9.3 eV. Its HOMO energy is -9.61 eV. The calculation puts the LUMO energy at -0.29 eV.

For each atom in turn, the Löwdin charge in e is: atom 1 (C): -0.467, atom 2 (N): 0.011, atom 3 (O): 0.248, atom 4 (O): 0.194, atom 5 (O): -0.077, atom 6 (H): 0.091

Preferred: 2); penalty for the next structure: 0.0112 hartree.